Molecular formula: C12H33CsN3O7S
Method: DFT, wB97M-V/def2-TZVPD

Calculated values
Relative energy (zero: lowest compared OMol25 entry of this formula, charge and spin) (eV): 2.908
HOMO-LUMO gap (hartree): 0.0670
Molecular weight (Da): 496.38
DFT total energy (eV): -43160.71254
Maximum force (eV/Å): 4.77

```
! RIJCOSX wB97M-V def2-TZVPD def2/J DEFGRID3
* xyz -1 1
Cs -0.69241 1.48302 1.63662
S -3.84576 5.29757 1.10418
O -2.81511 5.39713 2.12558
O -3.63244 6.12186 -0.08081
O -3.98442 3.93873 0.66885
O -5.07639 5.95424 1.49248
C 3.85535 -2.81016 -1.57709
C 2.77345 -2.86660 -0.49400
C 2.83863 -4.01916 0.45812
O 2.27244 -5.19454 -0.11551
C 2.34400 -6.32537 0.66945
N 2.65887 -1.65653 0.30139
H 4.85918 -2.82215 -1.15249
H 3.84716 -1.89952 -2.17606
H 3.72393 -3.72477 -2.15528
H 1.82533 -2.94330 -1.02625
H 2.44146 -3.80217 1.44972
H 3.87679 -4.25776 0.68915
H 3.33621 -6.70081 0.91971
H 1.78653 -7.16945 0.26341
H 1.69717 -6.21481 1.53980
H 3.54841 -1.51168 0.75728
H 2.60006 -0.85612 -0.31178
C -6.35120 -2.59117 -0.25422
C -6.17816 -1.19364 0.28809
C -6.12752 -1.13924 1.86080
O -7.28284 -1.88896 2.44996
C -7.37260 -1.59717 3.79131
N -4.91539 -0.52671 -0.22243
H -5.69815 -3.28730 0.27212
H -5.94109 -2.67679 -1.26051
H -7.35561 -3.01455 -0.25571
H -7.06437 -0.67036 -0.07094
H -6.10558 -0.06646 2.05261
H -5.20956 -1.64277 2.16395
H -8.22776 -2.14749 4.18366
H -7.56846 -0.52493 3.79703
H -6.49315 -1.78980 4.40579
H -4.80537 0.40352 0.15528
H -5.02288 -0.38838 -1.21713
C 3.18641 4.36665 0.01444
C 3.54314 3.92883 -1.44533
C 5.04161 3.48198 -1.62113
O 5.49412 3.23877 -2.93020
C 6.92232 3.21830 -2.93091
N 2.75353 2.73842 -1.73715
H 2.23754 4.85985 0.22540
H 3.93550 5.12987 0.22528
H 3.34189 3.55553 0.72579
H 3.20905 4.69806 -2.14158
H 5.30274 2.61792 -1.01014
H 5.63391 4.28724 -1.18659
H 7.29592 4.24225 -2.92255
H 7.45233 2.76270 -3.76734
H 7.37663 2.74757 -2.05907
H 2.98281 2.51546 -2.69518
H 1.77181 2.93516 -1.86981
*
```

***

Molecular formula: C12H33F2N3O3Pd
Method: DFT, wB97M-V/def2-TZVPD

Calculated values
HOMO-LUMO gap (spin up / spin down) (hartree): 0.3059 / 0.3044
Molecular weight (Da): 411.83
<S²>: 2.00
DFT total energy (eV): -32505.34686
Maximum force (eV/Å): 1.24

```
! RIJCOSX wB97M-V def2-TZVPD def2/J DEFGRID3
* xyz 0 3
Pd -0.07632 1.04084 -0.17456
F 0.16528 0.55751 1.83354
F -1.19882 -0.30521 -1.33695
C 3.75540 3.29361 -0.33433
C 2.55049 2.40474 -0.59512
C 2.94510 0.95049 -0.64693
O 1.83164 0.20156 -1.09812
C 2.16076 -1.11996 -1.47788
N 1.47604 2.61923 0.42857
H 4.23975 2.99620 0.60326
H 3.47271 4.33884 -0.18196
H 4.48547 3.26617 -1.14183
H 2.11993 2.65270 -1.56705
H 3.25891 0.59718 0.34711
H 3.79689 0.79505 -1.31887
H 1.24141 -1.68541 -1.58907
H 2.72937 -1.62963 -0.69261
H 2.71926 -1.11837 -2.41924
H 1.65303 2.06235 1.27058
H 1.55353 3.59629 0.69398
C -0.78271 -4.47647 -0.04253
C -0.85123 -3.41091 1.03154
C -0.21805 -3.88423 2.32761
O -1.01292 -4.92049 2.88352
C -0.29912 -5.77291 3.75270
N -0.11916 -2.23258 0.57646
H -1.01043 -4.04166 -1.01809
H -1.48671 -5.28900 0.13511
H 0.23760 -4.86691 -0.09354
H -1.90732 -3.17779 1.23835
H -0.14718 -3.05858 3.04882
H 0.79916 -4.24697 2.12660
H 0.51169 -5.25059 4.26900
H 0.09273 -6.63511 3.20435
H -0.98791 -6.13237 4.52001
H -0.09249 -1.50921 1.29433
H -0.58624 -1.80775 -0.22462
C -2.57302 3.27073 -3.17428
C -1.74462 3.09899 -1.91201
C -2.61219 2.61844 -0.77100
O -1.83231 2.35496 0.37303
C -2.56680 2.16119 1.55692
N -0.56737 2.19687 -2.15048
H -2.94347 2.30304 -3.52746
H -1.97921 3.71493 -3.97407
H -3.46106 3.89242 -3.03663
H -1.25353 4.04815 -1.66991
H -3.08820 1.67755 -1.08478
H -3.37698 3.36205 -0.53529
H -3.23461 3.01503 1.74186
H -1.85778 2.12351 2.38079
H -3.15777 1.24273 1.54358
H -0.86297 1.38484 -2.69234
H 0.09235 2.73392 -2.70006
*
```

***

Molecular formula: C12H33FN3O3Pd2
Method: DFT, wB97M-V/def2-TZVPD

Calculated values
Relative energy (zero: lowest compared OMol25 entry of this formula, charge and spin) (eV): 2.980
HOMO-LUMO gap (spin up / spin down) (hartree): 0.2200 / 0.1222
Molecular weight (Da): 499.25
<S²>: 6.01
DFT total energy (eV): -33235.22197
Maximum force (eV/Å): 2.69

```
! RIJCOSX wB97M-V def2-TZVPD def2/J DEFGRID3
* xyz 3 5
Pd 1.59020 0.16603 1.10461
Pd -2.10450 -1.90723 0.90654
F -0.41047 -0.51466 0.66518
C -1.00213 2.85128 0.49390
C -0.03971 2.56183 -0.57558
C 0.26137 3.64708 -1.58139
O 0.88912 3.01373 -2.64740
C 0.72213 3.67345 -3.88298
N 1.23225 2.21113 0.05430
H -1.93390 3.07722 -0.02459
H -0.62421 3.69490 1.07147
H -1.08690 2.07315 1.25248
H -0.46167 1.69856 -1.09016
H 0.79903 4.46394 -1.09999
H -0.70502 4.10377 -1.79500
H -0.24196 3.56814 -4.38054
H 1.40327 3.08802 -4.50057
H 1.03222 4.71834 -3.89469
H 1.65442 2.93562 0.61731
H 1.87001 2.21564 -0.72886
C 1.03139 -1.60883 -2.48053
C 2.12156 -1.76858 -1.43698
C 3.26417 -2.71861 -1.90517
O 2.91640 -4.07691 -2.16288
C 3.73707 -4.75568 -3.13070
N 2.58976 -0.42577 -0.97370
H 0.77745 -2.61292 -2.82025
H 1.24263 -0.91751 -3.29635
H 0.20114 -1.20892 -1.89840
H 1.67330 -2.31309 -0.60592
H 4.06937 -2.71434 -1.17050
H 3.72211 -2.33391 -2.81643
H 3.08493 -5.37368 -3.74785
H 4.42950 -5.51478 -2.76678
H 4.37507 -4.05813 -3.67336
H 2.55693 0.21286 -1.75547
H 3.59594 -0.49436 -0.91886
C -2.41441 -1.44263 5.39982
C -2.75810 -1.31870 3.88835
C -3.03716 0.01706 3.33091
O -3.38143 -0.15539 1.96943
C -3.87856 1.06470 1.34812
N -1.67036 -1.81095 3.06671
H -3.11330 -0.86102 6.00096
H -1.46403 -0.92536 5.53137
H -2.35726 -2.45801 5.79204
H -3.66174 -1.89181 3.68080
H -2.20423 0.69456 3.51886
H -3.94475 0.34406 3.83831
H -3.57544 1.03532 0.30153
H -3.66697 2.03214 1.80354
H -4.95838 0.94902 1.44149
H -0.82754 -1.27003 3.19769
H -1.31858 -2.65971 3.48619
*
```

***

Molecular formula: C12H33IN3O4V
Method: DFT, wB97M-V/def2-TZVPD

Calculated values
Relative energy (zero: lowest compared OMol25 entry of this formula, charge and spin) (eV): 2.717
HOMO-LUMO gap (spin up / spin down) (hartree): 0.2809 / 0.2900
Molecular weight (Da): 461.26
<S²>: 0.80
DFT total energy (eV): -59421.43273
Maximum force (eV/Å): 4.26

```
! RIJCOSX wB97M-V def2-TZVPD def2/J DEFGRID3
* xyz 1 2
O 15.93239 -25.00594 -10.28625
V 16.11274 -26.61812 -10.30671
I 13.16123 -26.95413 -10.09682
C 17.08779 -30.33226 -12.83359
C 17.01175 -28.83256 -12.38335
C 16.12552 -27.83165 -13.13000
O 15.96104 -26.61554 -12.40873
C 15.39149 -25.58574 -13.21533
N 16.72001 -28.82269 -10.95202
H 16.26258 -30.94121 -12.46440
H 17.95983 -30.87962 -12.47575
H 16.83597 -30.47303 -13.88472
H 18.02248 -28.42894 -12.44335
H 15.14783 -28.27410 -13.32093
H 16.64045 -27.67749 -14.07826
H 16.26676 -25.08341 -13.62724
H 14.91496 -24.85615 -12.56057
H 14.83697 -25.89614 -14.10092
H 17.56223 -29.22398 -10.56508
H 16.12971 -29.59819 -10.68694
C 18.73158 -24.10489 -11.32101
C 19.08038 -25.62791 -11.46032
C 20.54487 -25.89115 -11.28045
O 20.76883 -27.30042 -11.75177
C 22.09077 -27.68779 -11.52815
N 18.26612 -26.36934 -10.52943
H 17.68127 -23.94724 -11.56617
H 19.27949 -23.43503 -11.98373
H 18.91763 -23.73597 -10.31236
H 18.87398 -25.89747 -12.49610
H 20.91516 -25.67435 -10.27846
H 21.28210 -25.35726 -11.88007
H 22.19192 -28.77306 -11.52180
H 22.50506 -27.24609 -10.62187
H 22.59432 -27.32737 -12.42517
H 18.74565 -27.25228 -10.63228
H 18.71682 -26.16729 -9.64845
C 15.84765 -27.12179 -6.14664
C 15.95575 -26.27149 -7.32219
C 16.87947 -25.03858 -6.96877
O 17.20857 -24.21565 -7.97776
C 18.38274 -23.42613 -7.72549
N 16.66402 -27.07729 -8.27457
H 16.83164 -27.45854 -5.82037
H 15.29977 -28.03297 -6.38678
H 15.22929 -26.76076 -5.32481
H 14.96718 -25.95632 -7.65611
H 17.66406 -25.46972 -6.34698
H 16.14619 -24.52038 -6.35081
H 19.25664 -23.96320 -8.09423
H 18.51681 -23.04100 -6.71465
H 18.26859 -22.69376 -8.52468
H 16.37054 -27.96020 -7.88158
H 17.59337 -27.06997 -7.87916
*
```

***

Molecular formula: C12H33N5NaO9
Method: DFT, wB97M-V/def2-TZVPD

Calculated values
HOMO-LUMO gap (hartree): 0.2421
Molecular weight (Da): 414.41
DFT total energy (eV): -43268.21749
Maximum force (eV/Å): 2.51

```
! RIJCOSX wB97M-V def2-TZVPD def2/J DEFGRID3
* xyz -1 1
Na 20.39197 5.21022 13.94200
N 21.27081 2.78525 11.20645
O 20.43833 2.68562 10.27346
O 20.89630 3.02800 12.38251
O 22.48800 2.66453 10.92905
N 19.95700 6.77872 10.68650
O 19.83288 6.76490 11.94872
O 19.97317 5.71717 10.04446
O 19.98195 7.87498 10.06182
C 15.70507 6.89739 12.65595
C 16.76506 6.66726 13.70609
C 16.17312 6.38892 15.06862
O 17.09646 6.63372 16.12013
C 17.44231 7.98808 16.30645
N 17.56507 5.47832 13.28402
H 15.06369 6.04492 12.42530
H 16.16514 7.11570 11.68521
H 15.15136 7.83543 12.77627
H 17.49890 7.47390 13.65373
H 15.86620 5.34405 15.09846
H 15.28622 7.00525 15.26037
H 17.41402 8.19326 17.37705
H 16.76986 8.69066 15.80533
H 18.43790 8.20885 15.91431
H 16.96864 4.82986 12.78474
H 18.25195 5.84242 12.62158
C 19.29791 1.94005 16.88092
C 19.94650 3.26972 16.43246
C 20.75746 4.04280 17.51650
O 21.18577 5.31842 17.13491
C 20.15884 6.28720 17.24968
N 20.88850 2.96084 15.35896
H 20.01528 1.13036 16.72369
H 18.56514 1.63260 16.13154
H 18.91570 1.93043 17.90251
H 19.13620 3.86010 15.99587
H 21.66805 3.48348 17.74480
H 20.16788 4.04966 18.44282
H 19.97068 6.61211 18.27553
H 19.30842 5.99991 16.63199
H 20.59429 7.16199 16.75313
H 21.62083 2.31400 15.61107
H 20.48159 2.63366 14.48707
C 23.18276 6.38324 12.15934
C 23.51589 6.96760 13.53437
C 24.26639 8.32141 13.47202
O 25.68110 8.26526 13.40412
C 26.30854 8.18373 14.67188
N 22.23764 7.10704 14.27665
H 24.03952 6.43380 11.48637
H 22.29283 6.86518 11.75672
H 22.96946 5.31098 12.19073
H 24.11326 6.23055 14.07719
H 23.93557 8.78512 14.41038
H 23.86892 8.93294 12.66178
H 26.15006 7.19893 15.11622
H 25.97270 8.98536 15.33722
H 27.34960 8.37722 14.41202
H 22.39864 7.65565 15.12136
H 21.72693 7.80127 13.72149
*
```

***

Molecular formula: C12H34AlO6S4
Method: DFT, wB97M-V/def2-TZVPD

Calculated values
HOMO-LUMO gap (hartree): 0.2164
Molecular weight (Da): 429.65
DFT total energy (eV): -75211.86350
Maximum force (eV/Å): 7.96

```
! RIJCOSX wB97M-V def2-TZVPD def2/J DEFGRID3
* xyz -1 1
C 2.97179 -1.69736 -0.53935
C 2.44658 -1.24173 0.94950
O 2.88355 -1.80924 2.08093
O 1.44858 -0.12868 1.02708
C 0.16789 -0.82025 1.24354
C -0.88962 -0.33410 0.04257
Al -1.56831 -2.12523 -0.79994
H 3.89693 -1.04667 -0.85403
H 3.29452 -2.82943 -0.53740
H 2.11261 -1.53185 -1.32278
H -0.25171 -0.61728 2.32111
H 0.33563 -1.99245 1.16264
H -1.81228 0.21263 0.55592
H -0.37152 0.35106 -0.76449
H -2.46366 -1.89117 -2.09331
H -0.21722 -2.93427 -1.15115
H -2.34486 -2.88408 0.37138
C -5.46286 -2.33801 -3.53947
S -5.50150 -1.44203 -1.96827
O -5.03294 -2.38460 -0.89974
C -7.30466 -1.34634 -1.85666
H -4.42126 -2.54543 -3.79609
H -6.00726 -3.28076 -3.44531
H -5.91179 -1.72188 -4.32192
H -7.73341 -2.35124 -1.86799
H -7.69163 -0.76365 -2.69580
H -7.56928 -0.85026 -0.91985
C 0.05190 1.95462 -4.87770
S -0.28961 1.74737 -3.11323
O -1.10052 0.49557 -2.95460
C -1.42376 3.15061 -2.98045
H 0.72145 1.15317 -5.19889
H -0.87893 1.89896 -5.44734
H 0.53696 2.91911 -5.04459
H -2.26195 3.01983 -3.66901
H -0.88906 4.07487 -3.21127
H -1.80060 3.19748 -1.95599
C -1.94255 1.74637 6.49077
S -1.33596 1.27753 4.85212
O -2.27766 0.24906 4.29966
C 0.13484 0.40611 5.44404
H -2.88919 2.27889 6.37202
H -2.10343 0.85305 7.09916
H -1.21642 2.40394 6.97420
H -0.15641 -0.40309 6.11796
H 0.79104 1.10877 5.96277
H 0.66163 -0.01174 4.58286
C 6.15745 1.63786 1.05886
S 6.76404 1.16902 -0.57980
O 5.82234 0.14055 -1.13225
C 8.23484 0.29760 0.01213
H 5.21081 2.17038 0.94011
H 5.99657 0.74454 1.66725
H 6.88358 2.29543 1.54229
H 7.94359 -0.51160 0.68604
H 8.89104 1.00026 0.53086
H 8.76163 -0.12025 -0.84905
*
```